Density functional theory data (ωB97M-V/def2-TZVPD) for a single C8H7NOS2 molecule in a non-equilibrium geometry.

The geometry in XYZ format:
```
19
Properties=species:S:1:pos:R:3
C 3.30 -1.09 0.19
C 2.21 -0.89 -0.85
C -0.20 -0.05 -0.34
C 1.05 -1.88 -0.58
C -1.37 0.77 -0.07
C -2.25 0.63 0.95
C -3.31 1.52 0.85
C -3.25 2.26 -0.24
H 3.61 -1.97 0.28
H 3.10 -0.68 1.15
H 4.30 -0.31 0.08
H 2.66 -0.97 -1.70
H -1.93 0.04 2.00
H -4.31 1.52 1.60
H -4.04 3.00 -0.45
N -0.19 -1.39 -0.33
O 1.25 -3.12 -0.61
S 1.34 0.77 -0.64
S -1.95 1.86 -1.28
```

As for the SMILES: C[C@@H]1SC(c2cccs2)=NC1=O. The value obtained for the energy relative to the best compared isomer or geometry (same formula, charge and spin) is 62.46 kcal per mole. As for the highest occupied orbital energy: -9.55 eV. Its charge is 0. The value obtained for the total energy is -1235.31485 hartree. The HOMO-LUMO gap is 0.32912 Eh.